[1]
Computed, not measured: C38H52FeNO5Si4Te as an isolated structure, with ωB97M-V/def2-TZVPD.

```
102
Properties=species:S:1:pos:R:3
Fe 0.4954 -1.9367 0.2649
O 0.2567 -2.4815 2.3936
C -0.4490 -3.7046 2.6861
C -0.7005 -4.4032 1.3195
O -1.1070 -5.5521 1.3633
O -0.4938 -3.6778 0.2846
C 0.4439 -4.5330 3.5964
C 0.3973 -4.3547 4.9767
C 1.2983 -5.0098 5.8087
C 2.2588 -5.8489 5.2638
C 2.3167 -6.0247 3.8863
C 1.4179 -5.3710 3.0585
C -1.8197 -3.3809 3.2692
C -2.3720 -2.1124 3.1226
C -3.6489 -1.8423 3.6050
C -4.3858 -2.8368 4.2299
C -3.8443 -4.1107 4.3600
C -2.5728 -4.3828 3.8800
H 0.6873 -2.1693 3.1969
H -0.3591 -3.7072 5.4057
H 1.2462 -4.8629 6.8806
H 2.9619 -6.3613 5.9086
H 3.0671 -6.6750 3.4539
H 1.4684 -5.5157 1.9864
H -1.8125 -1.3388 2.6118
H -4.0678 -0.8506 3.4801
H -5.3790 -2.6253 4.6070
H -4.4196 -4.8999 4.8305
H -2.1624 -5.3820 3.9528
C 5.9008 -0.7399 -5.4852
C 4.8231 -0.4877 -4.4585
C 3.5577 -1.0353 -4.6391
C 2.5559 -0.8107 -3.7059
C 2.7944 -0.0115 -2.6047
C 4.0648 0.5176 -2.3978
N 4.3338 1.3386 -1.2885
C 3.7225 1.3366 -0.0322
C 3.6180 2.5613 0.6345
C 3.0359 2.6569 1.8873
C 2.5208 1.5249 2.5011
C 2.6255 0.3101 1.8431
C 3.2357 0.1827 0.6007
C 3.4435 -1.2103 0.0459
O 4.5722 -1.5471 -0.2591
O 2.3951 -1.9702 -0.0723
C 5.0942 0.2708 -3.3157
C 6.4831 0.7929 -3.0463
H 5.4801 -1.2280 -6.3644
H 6.6916 -1.3854 -5.0912
H 6.3729 0.1913 -5.8075
H 3.3624 -1.6500 -5.5113
H 1.5779 -1.2551 -3.8412
H 1.9985 0.1913 -1.8962
H 4.9472 2.1142 -1.4591
H 3.9937 3.4539 0.1441
H 2.9659 3.6237 2.3726
H 2.0407 1.5902 3.4694
H 2.2591 -0.5908 2.3180
H 6.6706 0.8384 -1.9732
H 6.6407 1.7942 -3.4658
H 7.2387 0.1397 -3.4821
C -3.6652 0.1713 -3.5783
Si -2.6298 1.6993 -3.2605
C -3.5509 3.1897 -3.9486
C -1.0218 1.5392 -4.1910
Si -2.2141 1.9134 -0.9781
Te -0.7637 0.0521 -0.2842
Si -1.0851 3.9090 -0.5631
C -0.5048 4.0065 1.2180
C -2.1753 5.4092 -0.8922
C 0.4116 4.0403 -1.6872
Si -4.1505 1.7727 0.3003
C -5.3976 3.0862 -0.2095
C -3.7260 2.0246 2.1083
C -4.9587 0.0957 0.1273
H -3.7383 -0.0304 -4.6515
H -4.6791 0.2847 -3.1808
H -3.2129 -0.7007 -3.0937
H -3.7806 3.0313 -5.0071
H -2.9461 4.0986 -3.8675
H -4.4925 3.3687 -3.4183
H -1.2056 1.3426 -5.2521
H -0.4285 0.7162 -3.7859
H -0.4149 2.4462 -4.1086
H -1.3303 4.2435 1.8962
H 0.2618 4.7805 1.3244
H -0.0709 3.0511 1.5345
H -3.0184 5.4554 -0.1953
H -2.5857 5.3977 -1.9065
H -1.5883 6.3253 -0.7733
H 0.9495 3.0870 -1.7379
H 1.1043 4.8000 -1.3117
H 0.1168 4.3154 -2.7053
H -4.9856 4.0943 -0.1038
H -6.2978 3.0192 0.4095
H -5.6956 2.9603 -1.2561
H -3.3776 3.0440 2.3027
H -2.9234 1.3397 2.4042
H -4.5982 1.8315 2.7410
H -5.2883 -0.0872 -0.9002
H -5.8284 0.0190 0.7872
H -4.2525 -0.6985 0.3921
```

Results
Total charge: -1
LUMO level (alpha / beta) (Ha): 0.0870 / 0.0867
Kohn-Sham gap (alpha / beta) (eV): 7.1 / 7.3
Highest occupied orbital energy (alpha / beta) (hartree): -0.175 / -0.181
Spin multiplicity: 5

[2]
Computed, not measured: one molecule with the formula C3H9N3O, with ωB97M-V/def2-TZVPD.

```
16
Properties=species:S:1:pos:R:3
C -1.4408 1.0198 1.0021
C 0.0205 0.9850 0.7122
C 0.6798 0.0985 -0.1008
N 1.9884 0.3811 -0.4917
N 0.3195 -1.2751 -0.2838
N -0.1200 -0.7938 -1.7526
O -0.6534 -1.7702 0.5423
H -1.6120 1.1074 2.0778
H -1.9031 1.8872 0.5088
H -2.0001 0.1435 0.6620
H 0.5962 1.8129 1.1127
H 2.5292 -0.4733 -0.5878
H 2.4356 1.0801 0.0882
H 0.7402 -0.7470 -2.2941
H -1.1365 -0.7385 -1.7496
H -0.4435 -2.7177 0.5544
```

Results
Total charge: 0
LUMO level (Ha): 0.0320
Kohn-Sham gap (eV): 8.0
Highest occupied orbital energy (hartree): -0.261
Spin multiplicity: 1
SMILES string: C/C=C(/N)N(N)O

[3]
Computed, not measured: C5H12O as an isolated structure, with ωB97M-V/def2-TZVPD.

```
18
Properties=species:S:1:pos:R:3
C 2.7811 0.0081 0.0373
C 1.3844 0.4263 0.4548
O 0.4609 -0.3547 -0.2832
C -0.8522 0.0720 -0.2998
C -1.6283 -0.6714 -1.2887
C -1.4845 0.5669 0.8631
H 2.9432 0.2043 -1.0262
H 2.9310 -1.0602 0.2153
H 3.5319 0.5614 0.6102
H 1.2454 0.2637 1.5319
H 1.2194 1.4946 0.2536
H -1.0325 0.8895 -1.1179
H -2.6660 -0.3889 -1.4422
H -2.2106 -1.6871 0.2629
H -1.0979 -1.0301 -2.1695
H -0.8947 0.9171 1.7014
H -2.1711 -1.2421 0.9510
H -2.4597 1.0306 0.7460
```

Results
Total charge: 0
LUMO level (alpha / beta) (Ha): 0.0218 / 0.0195
Kohn-Sham gap (alpha / beta) (eV): 8.3 / 8.2
Highest occupied orbital energy (alpha / beta) (hartree): -0.283 / -0.281
Spin multiplicity: 1

[4]
Computed, not measured: one molecule with the formula C21H25N3O5S, with ωB97M-V/def2-TZVPD.

```
55
Properties=species:S:1:pos:R:3
C -2.9959 1.0226 0.7678
C -2.9854 -0.4514 0.3538
C -4.3371 -0.8907 -0.2090
C -1.8316 -0.6919 -0.6164
O -0.8372 -1.3057 -0.2944
N -2.0300 -0.1279 -1.8404
C -1.1517 -0.0605 -2.9231
C -1.4611 0.8057 -3.9722
C -0.6117 0.9206 -5.0558
C 0.5658 0.1946 -5.0988
C 0.8853 -0.6587 -4.0489
C 2.1434 -1.4513 -4.1210
O 2.5258 -1.9871 -5.1393
N 2.8545 -1.6028 -2.9582
C 2.7137 -0.9753 -1.7217
C 2.3143 0.3587 -1.6113
C 2.1651 0.9319 -0.3641
C 2.4425 0.1919 0.7693
S 2.2616 0.9567 2.3712
O 2.5976 2.3476 2.2742
O 2.9711 0.1603 3.3368
N 0.5906 0.8818 2.5827
C 0.0899 -0.4455 2.8886
C 0.2593 -0.7813 4.3733
O -0.3368 0.2128 5.1829
C 0.2447 1.4757 4.9405
C 0.0540 1.8905 3.4796
C 2.8909 -1.1114 0.6752
C 3.0263 -1.6962 -0.5686
C 0.0126 -0.8154 -2.9788
H -3.2876 1.6641 -0.0620
H -3.7044 1.1764 1.5788
H -2.0068 1.3266 1.1046
H -2.7629 -1.0623 1.2340
H -5.0897 -0.8474 0.5751
H -4.6703 -0.2483 -1.0222
H -4.2845 -1.9133 -0.5756
H -2.8830 0.3998 -1.9615
H -2.3726 1.3862 -3.9364
H -0.8666 1.5846 -5.8676
H 1.2436 0.2810 -5.9335
H 3.5729 -2.3155 -3.0151
H 2.1284 0.9394 -2.5007
H 1.8588 1.9591 -0.2503
H 0.6184 -1.1597 2.2584
H -0.9715 -0.4635 2.6259
H -0.2477 -1.7160 4.6188
H 1.3289 -0.8637 4.6065
H -0.2536 2.1751 5.6142
H 1.3209 1.4458 5.1654
H 0.5795 2.8213 3.2693
H -1.0127 2.0052 3.2604
H 3.1371 -1.6467 1.5787
H 3.3653 -2.7180 -0.6544
H 0.2295 -1.5086 -2.1846
```

Results
Total charge: 0
LUMO level (Ha): 0.0101
Kohn-Sham gap (eV): 9.1
Highest occupied orbital energy (hartree): -0.324
Spin multiplicity: 1
SMILES string: CC(C)C(=O)Nc1cccc(C(=O)Nc2ccc(S(=O)(=O)N3CCOCC3)cc2)c1

[5]
Computed, not measured: a 2-piece molecular cluster, C4H15N2OS overall, with ωB97M-V/def2-TZVPD.

```
23
Properties=species:S:1:pos:R:3
C 0.9487 -0.2780 -0.9861
N -0.2384 0.6511 -0.8996
C -1.1450 0.3875 0.2530
C -0.5203 0.4832 1.6378
S 0.1585 -1.0527 2.2274
C 0.5395 -1.6312 -1.3461
N -0.3773 -1.6276 -2.4518
H 1.4745 -0.1511 -0.0408
H 1.5481 -0.0057 -1.8942
H 0.2328 1.5628 -0.6866
H -1.6113 -0.7242 0.1030
H -2.0642 0.9333 -0.0088
H 0.2821 1.2432 1.5486
H -1.2203 0.9742 2.3303
H 1.1250 -0.3766 2.9251
H -0.0599 -2.0704 -0.5252
H 1.3594 -2.3423 -1.5266
H -1.0925 -2.3208 -2.6028
H 0.1320 -1.3605 -3.2876
H -0.7920 0.5636 -1.7851
H 1.0728 3.9096 -0.5314
H -0.3887 3.9268 -0.5113
O 0.3396 3.2967 -0.3517
```

Results
Total charge: +2
LUMO level (alpha / beta) (Ha): -0.2911 / -0.4730
Kohn-Sham gap (alpha / beta) (eV): 8.9 / 3.9
Highest occupied orbital energy (alpha / beta) (hartree): -0.618 / -0.615
Spin multiplicity: 2

[6]
Computed, not measured: a 3-piece molecular cluster, C18H30N5O7S overall, with ωB97M-V/def2-TZVPD.

```
61
Properties=species:S:1:pos:R:3
N -2.2333 1.8067 -0.3185
C -1.9788 0.4732 -0.9083
C -0.8120 -0.3232 -0.2168
C -1.1544 -0.8696 1.1890
C -2.1447 -0.2270 2.0793
C -2.2697 -0.8808 3.3616
C -3.2494 -0.2800 4.4205
C -2.5145 0.2473 5.7243
S -0.7392 0.6203 5.4862
C -0.5694 1.9979 4.3468
N 0.6283 2.5488 4.2552
N 0.5885 3.5444 3.3166
C -0.6717 3.5492 2.8973
O -1.4738 2.6005 3.5018
C -1.5051 -2.0933 3.6974
N -0.6418 -2.5931 2.8255
N -0.5251 -1.9566 1.6911
H -2.0472 2.5652 -0.9685
H -3.2178 1.8023 -0.0424
H -2.9124 -0.1470 -0.9957
H -1.6440 0.6409 -1.9698
H 0.0798 0.3555 -0.1522
H -0.5302 -1.1727 -0.8872
H -2.7148 0.6733 1.7922
H -4.1243 -0.9437 4.6331
H -3.6864 0.6333 3.9273
H -3.0892 1.1058 6.1618
H -2.5640 -0.5775 6.4814
H -1.0213 4.2492 2.1136
H -1.6214 -2.6170 4.6728
H 0.1776 -2.3554 1.0549
C 3.5618 2.7724 0.3161
C 2.3327 3.6415 0.1354
O 2.6711 4.9142 -0.4269
C 2.9547 4.9104 -1.7344
O 2.9420 3.9477 -2.4606
O 3.2802 6.1553 -2.0922
C 3.7098 6.2761 -3.4498
H 4.3159 3.2958 0.9067
H 3.3024 1.8379 0.8172
H 4.0210 2.5295 -0.6429
H 1.8858 3.8420 1.1092
H 1.5715 3.1454 -0.4735
H 2.9695 5.8664 -4.1366
H 4.6712 5.7787 -3.5814
H 3.8333 7.3360 -3.6635
C 0.3073 -6.9821 -2.0415
C -0.8585 -6.0374 -2.2571
O -0.4168 -4.7570 -2.7342
C -0.0462 -4.7141 -4.0213
O -0.0565 -5.6356 -4.7923
O 0.3663 -3.4692 -4.2928
C 0.8931 -3.3094 -5.6130
H 1.0488 -6.5301 -1.3786
H -0.0346 -7.9213 -1.6051
H 0.8147 -7.2066 -2.9799
H -1.3581 -5.8560 -1.3042
H -1.6014 -6.4609 -2.9357
H 0.1812 -3.6463 -6.3658
H 1.8343 -3.8517 -5.7061
H 1.0851 -2.2489 -5.7658
```

Results
Total charge: +1
LUMO level (Ha): -0.1648
Kohn-Sham gap (eV): 7.4
Highest occupied orbital energy (hartree): -0.438
Spin multiplicity: 1

Relative energy (zero: lowest compared OMol25 entry of this formula, charge and spin) (kJ/mol)
0.0 566.4 553.7 197.4 130.6 0.0